Record 1
# C2H5N3O2S2

One molecule with the formula C2H5N3O2S2 (ωB97M-V/def2-TZVPD, OMol25).

```
14
Properties=species:S:1:pos:R:3:lowdin_charge:R:1
C -1.648 -0.469 -0.374 -0.2778
C -1.119 0.768 -0.960 -0.3263
N -1.468 -0.563 0.898 -0.1130
N -0.801 0.416 1.452 -0.3756
N 2.352 -0.796 1.315 -0.1671
O 3.508 0.360 -0.574 -0.4212
O 1.329 1.356 0.204 -0.6761
S -0.275 1.585 0.473 1.0156
S 2.199 -0.093 -0.181 0.8467
H -2.263 -1.311 -0.958 0.1485
H -0.338 0.648 -1.728 0.0773
H -1.957 1.556 -1.302 0.1380
H 3.254 -0.782 1.872 0.1098
H 1.735 -1.389 1.760 0.0212
```

Computed properties:
Orbital gap, Ha: 0.333



Record 2
# C4H9N3

One molecule with the formula C4H9N3 (ωB97M-V/def2-TZVPD, OMol25).

```
16
Properties=species:S:1:pos:R:3:lowdin_charge:R:1
C 0.731 -1.457 -1.228 -0.1050
C -0.938 0.327 0.271 -0.4868
N -2.135 0.807 -0.198 0.1376
N 0.954 1.492 1.374 0.0089
C 0.285 1.079 0.185 -0.1443
C 0.465 -1.209 0.235 -0.2038
N -0.767 -0.902 0.744 0.0518
H -2.370 1.770 -0.015 0.0903
H -2.911 0.164 -0.191 0.0919
H 0.876 0.805 2.115 0.0751
H 1.934 1.690 1.211 0.0692
H 0.348 1.856 -0.582 0.1002
H 1.121 -1.793 0.890 0.1017
H 0.065 -0.881 -1.870 0.0722
H 1.764 -1.222 -1.495 0.0689
H 0.578 -2.524 -1.445 0.0722
```

Computed properties:
Structure (SMILES): C/C=N\C(N)=C/N
Orbital gap (alpha / beta), Ha: 0.286 / 0.286



Record 3
# C28H14ClN4O12Sm

C28H14ClN4O12Sm as an isolated structure (ωB97M-V/def2-TZVPD, OMol25).

```
60
Properties=species:S:1:pos:R:3:lowdin_charge:R:1
Sm -0.248 -0.128 0.007 1.7960
O 3.095 1.240 7.383 0.0478
N 1.992 1.002 6.910 -0.3455
O 1.021 0.847 7.625 0.0669
C 1.866 0.927 5.476 -0.0764
C 2.982 1.279 4.771 0.0660
C 3.022 1.242 3.365 -0.1309
C 4.168 1.615 2.631 -0.0029
C 4.131 1.555 1.267 -0.0199
C 2.948 1.137 0.640 -0.0678
N 1.867 0.787 1.304 0.0789
C 1.890 0.818 2.644 -0.1186
C 0.713 0.386 3.373 -0.1145
N -0.305 -0.103 2.639 0.0644
C -1.402 -0.501 3.249 -0.0699
C -1.573 -0.374 4.627 -0.0127
C -0.551 0.119 5.396 0.0059
C 0.669 0.482 4.787 -0.0504
H 3.851 1.602 5.326 0.1258
H 5.056 1.935 3.164 0.1163
H 4.988 1.829 0.668 0.1120
H 2.888 1.090 -0.442 0.1233
H -2.199 -0.907 2.635 0.1053
H -2.516 -0.659 5.073 0.1132
H -0.677 0.235 6.455 0.0953
Cl 4.847 -3.864 -3.208 0.5994
C 3.735 -3.252 -2.011 -0.6781
C 4.248 -2.632 -0.863 -0.1100
C 3.404 -2.167 0.109 -0.0164
C 1.983 -2.254 -0.027 -0.3950
O 1.195 -1.794 0.866 -0.1873
C 1.500 -2.894 -1.217 -0.1518
C 0.086 -2.935 -1.452 -0.1856
O -0.771 -2.421 -0.734 -0.0722
C 2.385 -3.382 -2.187 -0.0588
H 5.322 -2.527 -0.763 0.0965
H 3.789 -1.696 1.006 0.1048
H -0.238 -3.480 -2.356 0.1415
H 1.985 -3.836 -3.085 0.1166
O 0.871 3.359 -2.349 0.0268
C 0.714 2.282 -1.799 -0.5931
O 0.153 2.016 -0.683 -0.1869
C 1.329 0.947 -2.508 -0.5845
O 1.980 1.057 -3.532 0.0390
O 1.063 -0.117 -1.840 -0.1893
O -4.685 -3.784 -4.330 -0.0682
C -5.129 -3.013 -3.456 -0.7027
O -6.259 -2.920 -2.942 -0.0595
C -4.060 -2.033 -2.873 -0.0935
C -2.975 -1.632 -3.644 -0.0023
C -2.019 -0.796 -3.093 -0.1168
N -2.071 -0.367 -1.833 0.0200
C -3.128 -0.737 -1.095 -0.2032
C -4.143 -1.548 -1.575 0.0562
C -3.136 -0.244 0.354 -0.6186
O -3.999 -0.660 1.126 0.0228
O -2.199 0.580 0.653 -0.2044
H -2.876 -1.999 -4.657 0.1092
H -1.159 -0.469 -3.669 0.1150
H -4.980 -1.805 -0.943 0.1230
```

Computed properties:
Orbital gap, Ha: 0.189
Net charge: -2
2S+1: 6



| no. | total energy (eV) |
| --- | --- |
| 1 | -32386.4356 |
| 2 | -8761.4347 |
| 3 | -90226.8508 |